# 1
# C5H9NOS

An isolated molecule of C5H9NOS in a non-equilibrium geometry (ωB97M-V/def2-TZVPD, the Open Molecules 2025 dataset).

The geometry in XYZ format:
```
17
Properties=species:S:1:pos:R:3:forces:R:3:mulliken_charge:R:1
H 3.2367 -0.3895 1.2350 1.0 0.4 1.0 0.30
N 1.7733 -0.1708 0.0469 1.6 0.0 0.6 -0.50
C 2.1772 -0.3035 1.2471 0.9 -0.8 -1.0 -0.44
H -3.4876 1.3776 1.3831 0.8 -0.1 -0.8 0.22
H 0.9210 -2.6055 -0.5359 -0.1 -0.1 0.8 0.26
H -2.0696 2.4053 0.9984 -0.8 0.3 -0.5 0.28
H 1.6167 -0.6642 2.0915 -0.6 0.2 0.2 0.32
H -0.2362 1.4827 1.2796 -0.5 -1.5 -0.9 0.22
H 1.1804 -2.7857 -2.2291 -0.6 -0.2 0.3 0.27
H -3.3027 1.9237 -0.2798 -0.1 0.4 -1.0 0.21
S -0.0787 -0.8002 -1.7816 0.1 -0.9 0.5 -0.12
C -2.7445 1.6399 0.5738 0.9 -0.2 2.6 -0.53
H -0.4708 -3.3001 -1.5533 1.4 1.4 0.3 0.26
C -0.5832 0.6073 0.6122 4.3 -1.2 -2.4 -0.09
C 0.4085 -2.5535 -1.4710 -0.7 -0.8 -1.8 -0.74
C 0.5168 -0.1539 -0.2828 -7.4 3.7 2.4 0.35
O -1.8726 0.5441 0.2866 -0.2 -0.5 -0.2 -0.27
```
Forces are in eV/Å.

- Spin multiplicity: 1
- E_tot: -19699.7183 eV
- Gap between HOMO and LUMO (alpha / beta): 0.2803 / 0.2803 hartree
- F_max: 8.7 eV/Å
- Net charge: 0
- Molar mass: 131.200 g mol⁻¹
- Structure (SMILES): C=N/C(=C/OC)SC
- LUMO energy (alpha / beta): 0.297 / 0.294 eV

# 2
# C5H9NS

A structure of composition C5H9NS in a non-equilibrium geometry (ωB97M-V/def2-TZVPD, the Open Molecules 2025 dataset).

The geometry in XYZ format:
```
16
Properties=species:S:1:pos:R:3:forces:R:3:mulliken_charge:R:1
H -0.2986 1.9152 -0.9624 0.1 -0.5 1.2 0.39
H -2.5733 0.7442 -1.0679 -0.3 -0.2 0.4 0.12
N 1.3543 0.8487 -0.0976 -0.2 0.0 -0.7 -0.51
C -0.0496 1.3176 -0.0322 -0.6 -0.6 -1.5 -0.57
C 0.0803 -0.9164 -0.9967 0.2 0.2 0.2 -0.51
S -2.5258 0.0171 0.0817 -0.7 0.1 -0.7 -0.27
H -0.2504 -1.9531 -0.9986 0.2 0.0 -0.2 0.30
C 0.0456 -0.6946 1.0963 -0.3 -3.1 0.1 -0.69
C 1.1811 -0.6160 0.0319 0.0 0.3 0.8 -0.29
H -0.2678 -1.7656 1.2739 0.3 1.0 0.0 0.28
H 0.3075 -0.5063 -1.9688 -0.3 0.0 -0.5 0.32
H 0.0993 -0.1813 2.0241 0.3 0.6 0.8 0.34
H -0.3564 1.8260 0.8834 0.3 0.3 -0.2 0.29
C -0.7838 -0.0889 -0.0092 1.5 1.6 -0.3 0.07
H 2.1470 -1.1535 0.0771 -0.7 0.2 0.1 0.46
H 1.8907 1.2070 0.6649 0.3 0.2 0.5 0.27
```
Forces are in eV/Å.

- Spin multiplicity: 1
- E_tot: -17654.8061 eV
- Gap between HOMO and LUMO: 0.3556 hartree
- F_max: 3.1 eV/Å
- Net charge: 0
- Molar mass: 115.201 g mol⁻¹
- LUMO energy: 0.876 eV

# 3
# C5H9NS

An isolated molecule of C5H9NS in a non-equilibrium geometry (ωB97M-V/def2-TZVPD, the Open Molecules 2025 dataset).

The geometry in XYZ format:
```
16
Properties=species:S:1:pos:R:3:forces:R:3:mulliken_charge:R:1
H 0.9743 1.9604 -0.9792 -0.4 0.8 0.9 0.41
H -0.9679 0.2312 1.8291 -0.5 2.8 -0.9 0.20
H -0.2765 -1.2239 -1.4745 -1.6 0.2 2.0 0.25
C 0.6179 0.9549 -0.8989 -4.1 -1.0 -5.6 -0.80
H 0.3294 0.7300 -2.0844 1.7 0.0 2.5 0.24
C -0.8621 1.1266 1.0428 0.4 0.3 3.8 -0.86
N -2.1400 -0.3429 -0.3152 4.4 0.3 3.3 -0.57
H 0.0619 -0.9149 1.5669 -0.8 0.9 2.4 0.28
H -1.8288 1.8613 1.1145 2.6 -1.9 -0.3 0.31
C -0.7736 0.3773 -0.2556 -0.9 8.0 -0.1 0.33
C 0.3518 -1.2185 0.6418 1.1 -3.4 -1.4 -0.68
H 0.7893 -2.2243 0.8973 -0.2 0.7 -1.1 0.37
C -0.7389 -0.9609 -0.4134 2.0 -4.2 -0.7 0.16
S 1.6683 -0.0555 0.0254 1.5 -1.6 0.5 -0.10
H 0.2208 1.6850 1.3485 -3.3 -1.3 -0.8 0.24
H -2.5863 -0.4929 -1.1183 -2.0 -0.7 -4.5 0.23
```
Forces are in eV/Å.

- Spin multiplicity: 1
- E_tot: -17649.5908 eV
- Gap between HOMO and LUMO: 0.3514 hartree
- F_max: 8.0 eV/Å
- Net charge: 0
- Molar mass: 115.201 g mol⁻¹
- Structure (SMILES): C[C@@]12CSC[C@H]1N2
- LUMO energy: 0.907 eV

# 4
# C5H9NS

An isolated molecule of C5H9NS in a non-equilibrium geometry (ωB97M-V/def2-TZVPD, the Open Molecules 2025 dataset).

The geometry in XYZ format:
```
16
Properties=species:S:1:pos:R:3:forces:R:3:mulliken_charge:R:1
C -0.4648 0.9603 1.5294 -3.5 -0.4 -5.4 -1.44
S -1.0588 0.7651 -1.7702 -2.2 -0.3 1.3 -0.17
H -0.1133 -3.8290 -1.4901 0.1 -0.5 -0.2 0.46
C -0.4933 -1.6444 -0.9952 0.5 -0.6 0.8 -0.31
H 2.2570 1.0190 0.6612 -0.7 -0.7 -0.4 0.37
H -0.0801 1.0782 2.4254 1.9 0.4 4.4 0.48
H -2.4859 0.7367 -1.5204 2.1 0.2 -0.5 0.16
H 0.5337 -0.8840 1.1867 0.0 0.6 -1.0 0.41
N -0.7254 -0.3518 -0.4519 0.7 -2.6 -1.9 -0.18
C 1.4585 0.7188 -0.0771 1.9 0.3 0.5 -1.36
C 0.2861 0.0351 0.5927 -0.1 0.2 0.1 0.47
H -0.5309 1.9561 1.0117 -0.3 -0.8 0.6 0.25
C -0.2300 -2.8042 -1.2944 -0.8 3.0 0.8 -0.19
H 1.1813 1.7228 -0.4555 -0.2 -0.8 -0.3 0.39
H -1.4915 0.4455 1.5026 1.2 1.3 0.8 0.34
H 1.9573 0.0758 -0.8548 -0.6 0.7 0.6 0.33
```
Forces are in eV/Å.

- Spin multiplicity: 1
- E_tot: -17652.6684 eV
- Gap between HOMO and LUMO: 0.3471 hartree
- F_max: 6.5 eV/Å
- Net charge: 0
- Molar mass: 115.201 g mol⁻¹
- Structure (SMILES): C#CN(S)C(C)C
- LUMO energy: 0.677 eV

# 5
# C5H9NS

A structure of composition C5H9NS in a non-equilibrium geometry (ωB97M-V/def2-TZVPD, the Open Molecules 2025 dataset).

The geometry in XYZ format:
```
16
Properties=species:S:1:pos:R:3:forces:R:3:mulliken_charge:R:1
H 0.2218 1.8294 -1.0981 -0.3 -0.4 0.7 0.28
H 0.1542 -1.7626 1.2298 -0.2 -0.5 0.2 0.33
H 2.4984 -1.2365 0.0601 0.3 0.2 0.2 0.50
C 0.4982 -0.7539 1.1013 -0.1 1.0 1.2 -0.44
H 0.5852 -0.1979 2.0855 0.1 -0.7 -1.0 0.25
H 0.2434 -1.9097 -1.1716 -0.4 -0.9 0.3 0.37
H -2.1243 1.1953 0.6382 -0.3 -1.0 -0.5 0.13
N 1.7857 0.8169 -0.1171 2.2 1.1 1.7 -0.52
H 2.3239 1.2408 0.7081 -1.0 -1.0 -1.6 0.27
C 1.6030 -0.6309 0.0595 0.1 -0.1 -0.6 -0.34
S -2.0956 -0.0222 -0.0273 0.0 1.2 0.5 -0.27
C -0.3095 -0.0499 -0.0028 -0.4 -0.1 -0.3 0.20
H 0.1736 1.9917 0.6883 -0.1 0.1 0.2 0.43
C 0.4046 1.3137 -0.1259 -0.1 -0.4 -1.0 -0.74
H 0.6428 -0.4046 -1.9754 0.3 0.0 -0.2 0.30
C 0.5221 -0.8970 -1.0169 0.0 1.5 0.1 -0.74
```
Forces are in eV/Å.

- Spin multiplicity: 1
- E_tot: -17654.8251 eV
- Gap between HOMO and LUMO: 0.3529 hartree
- F_max: 3.1 eV/Å
- Net charge: 0
- Molar mass: 115.201 g mol⁻¹
- LUMO energy: 0.858 eV

# 6
# C5H9NS

A structure of composition C5H9NS in a non-equilibrium geometry (ωB97M-V/def2-TZVPD, the Open Molecules 2025 dataset).

The geometry in XYZ format:
```
16
Properties=species:S:1:pos:R:3:forces:R:3:mulliken_charge:R:1
H 0.9395 1.1185 -0.7503 -3.6 2.5 4.0 0.05
H -0.5699 -0.0768 1.9795 0.0 0.6 -1.1 0.30
H 0.6161 -2.0769 0.5334 -0.3 2.0 0.7 0.26
S -3.5319 -0.6421 0.0288 0.8 0.4 0.3 -0.32
C 0.0871 1.3623 0.2987 -1.1 1.9 -4.4 -0.41
C -0.1829 0.0309 0.9312 0.6 -0.2 3.0 -0.08
N -1.0808 0.4884 -0.0715 4.2 -1.2 1.2 0.02
C 0.9383 -0.9630 0.6861 -1.3 -2.5 -4.8 -0.63
C -2.3473 0.4984 -0.2199 -3.4 1.4 -1.8 -0.17
H 0.7107 -0.9179 -1.7094 1.2 0.8 2.6 0.27
H 2.3100 -1.3933 -1.0268 -0.8 1.2 0.4 0.39
H 1.8195 0.4413 -0.9247 0.8 -3.3 -0.2 0.32
C 1.4551 -0.6745 -0.7872 1.3 -1.2 -2.0 -0.98
H -0.3004 2.4621 0.4449 1.3 -2.3 0.7 0.33
H 1.7477 -1.1063 1.3597 0.5 1.0 0.9 0.38
H -2.6111 1.4489 -0.7726 -0.2 -0.8 0.6 0.26
```
Forces are in eV/Å.

- Spin multiplicity: 1
- E_tot: -17651.2149 eV
- Gap between HOMO and LUMO: 0.3209 hartree
- F_max: 6.0 eV/Å
- Net charge: 0
- Molar mass: 115.201 g mol⁻¹
- LUMO energy: 0.682 eV